Entry 1:
# C17H32Cl2N3O4

A cluster of 3 separate species, C17H32Cl2N3O4 in total (ωB97M-V/def2-TZVPD, OMol25).

```
58
Properties=species:S:1:pos:R:3:nbo_charge:R:1
C -0.54085 -0.88805 -2.43974 -0.633
C -0.96729 -1.84897 -1.34013 -0.212
Cl -1.02389 -3.50163 -1.96807 0.004
C -0.07352 -1.85014 -0.07586 -0.270
Cl -1.00776 -2.52882 1.27395 0.026
C 0.42639 -0.47581 0.28423 0.270
C -0.20501 0.40382 1.13686 -0.200
C 0.35115 1.66433 1.34956 -0.022
C -0.33206 2.60638 2.31385 0.751
O -0.75405 2.19589 3.34993 -0.475
O -0.33167 3.90862 1.97637 -0.650
C 1.54111 2.03006 0.71905 -0.225
C 2.15180 1.12156 -0.10439 0.107
N 1.58286 -0.08279 -0.29333 -0.429
H 0.52546 -0.96814 -2.66687 0.198
H -1.07008 -1.12184 -3.35939 0.265
H -0.75214 0.14760 -2.16707 0.217
H -1.96295 -1.56966 -0.99704 0.237
H 0.76648 -2.53212 -0.20690 0.256
H -1.11386 0.12139 1.64748 0.286
H -0.40961 4.04442 1.02306 0.497
H 1.99140 3.00383 0.85047 0.287
H 3.07122 1.32544 -0.63420 0.258
H 2.03822 -0.74504 -0.91021 0.445
C -4.23099 -6.16761 2.76667 -0.615
C -3.53418 -5.33777 1.69431 -0.075
C -4.46936 -4.38873 0.93265 -0.069
O -5.28938 -5.00833 -0.03172 -0.549
C -6.48395 -5.58973 0.46164 -0.249
N -2.79133 -6.22932 0.80146 -0.823
H -4.79565 -6.99143 2.33101 0.207
H -3.49345 -6.60274 3.43964 0.224
H -4.91517 -5.55802 3.35973 0.205
H -2.79952 -4.70082 2.20021 0.174
H -3.84732 -3.68447 0.36911 0.167
H -5.08050 -3.80012 1.63133 0.164
H -6.89778 -5.00367 1.28745 0.169
H -6.32916 -6.61858 0.79341 0.170
H -7.20205 -5.59846 -0.35666 0.195
H -2.23365 -5.67659 0.15607 0.347
H -3.46189 -6.71268 0.20989 0.359
C 5.53446 6.30388 -1.59170 -0.615
C 4.10083 6.00592 -2.01853 -0.085
C 3.21756 5.45691 -0.89184 -0.074
O 3.45196 4.09041 -0.55472 -0.586
C 4.56041 3.87666 0.31022 -0.257
N 4.12509 5.14220 -3.20047 -0.812
H 6.12981 5.39396 -1.51226 0.199
H 6.01704 6.93705 -2.33359 0.235
H 5.56629 6.82197 -0.63155 0.208
H 3.64389 6.95248 -2.32011 0.201
H 2.17656 5.49530 -1.22371 0.179
H 3.29829 6.07622 0.00935 0.176
H 4.67157 4.69615 1.02359 0.190
H 5.49075 3.75489 -0.24557 0.187
H 4.37935 2.95555 0.87006 0.167
H 3.18904 5.04202 -3.58161 0.353
H 4.40111 4.20718 -2.91534 0.346
```

The value obtained for the maximum force is 0.5 eV Å⁻¹. The LUMO energy comes out at -0.18603 hartree. The highest occupied orbital energy comes out at -10.89 eV. The value obtained for the HOMO-LUMO gap is 5.83 eV. The value obtained for the total energy is -55846.137 eV. As for the charge: +1.


Entry 2:
# C50H58AsN2O3STeTi

A structure of composition C50H58AsN2O3STeTi in a non-equilibrium geometry (ωB97M-V/def2-TZVPD, OMol25).

```
117
Properties=species:S:1:pos:R:3:mulliken_charge:R:1
Ti -1.98232 1.01751 0.00459 0.248
C 4.83800 0.20874 2.12318 -1.823
C 3.91525 0.23677 3.34045 1.440
C 3.97010 -1.05571 4.18715 -1.436
C 4.24638 1.43770 4.27951 -1.592
C 2.43316 0.35439 2.88852 0.421
C 2.01872 0.44009 1.57599 -0.734
C 0.67218 0.56646 1.23147 -0.239
N 0.08774 0.88893 0.02032 0.953
C 0.68270 0.93368 -1.22843 0.228
C 1.99153 1.23155 -1.57376 -0.102
C 2.44560 1.36635 -2.89131 -0.692
C 1.51412 1.18559 -3.89085 -0.240
C 0.16199 0.89881 -3.68552 -0.573
C -0.26796 0.89673 -2.31103 1.637
O -1.56400 0.86380 -1.96302 -0.768
C -0.65828 0.77901 -4.92916 1.481
C 0.00783 -0.18738 -5.94496 -1.696
C -0.74753 2.12741 -5.66266 -1.651
C -2.07838 0.21791 -4.68242 -1.423
C 3.93108 1.72041 -3.18767 1.617
C 4.00664 1.74509 -4.74943 -2.010
C 4.86130 0.64176 -2.60833 -1.345
C 4.18431 3.11037 -2.61711 -1.470
C -0.31823 0.35649 2.25748 2.450
O -1.57824 0.26169 1.89124 -0.491
C 0.09415 0.31001 3.65740 -1.325
C 1.44910 0.42362 3.88415 -0.946
C -0.76885 0.21610 4.90046 2.089
C -0.26027 -0.95108 5.76603 -1.515
C -0.66607 1.53696 5.71537 -1.548
C -2.25279 0.01637 4.57655 -1.491
H 5.85978 0.08635 2.47669 0.534
H 4.79518 1.12632 1.53327 0.370
H 4.60577 -0.64911 1.46232 0.353
H 5.00475 -1.28630 4.46215 0.446
H 3.57153 -1.88427 3.58444 0.248
H 3.38445 -0.97317 5.08813 0.406
H 5.30501 1.38537 4.53586 0.482
H 3.66200 1.35658 5.20685 0.347
H 4.03000 2.37373 3.76984 0.361
H 2.76528 0.28235 0.80463 0.201
H 2.74185 1.33690 -0.77116 0.851
H 1.80451 1.29805 -4.92740 0.142
H 0.92066 0.19537 -6.36039 0.409
H -0.71338 -0.32152 -6.79903 0.465
H 0.13894 -1.20078 -5.55265 0.246
H 0.24556 2.44951 -5.94486 0.344
H -1.22818 2.88060 -5.05409 0.359
H -1.35680 2.01825 -6.56415 0.471
H -1.99468 -0.86795 -4.51219 0.216
H -2.71642 0.37465 -5.57206 0.499
H -2.61159 0.70309 -3.85036 0.107
H 3.86714 0.76169 -5.20680 0.366
H 4.98510 2.05700 -5.07802 0.477
H 3.30376 2.46633 -5.15828 0.474
H 4.59423 -0.32080 -3.05388 0.379
H 4.79395 0.55653 -1.52907 0.178
H 5.90112 0.80673 -2.91213 0.452
H 3.48771 3.79279 -3.09898 0.390
H 5.19639 3.41348 -2.86142 0.451
H 4.07097 3.20311 -1.52484 0.249
H 1.76697 0.49424 4.91312 0.569
H 0.76967 -0.81158 6.07770 0.343
H -0.32710 -1.90781 5.25693 0.256
H -0.89701 -0.98580 6.63966 0.517
H 0.36015 1.76984 5.98710 0.289
H -1.26951 1.42859 6.61271 0.478
H -1.09927 2.33739 5.12078 0.262
H -2.33406 -0.79755 3.84282 0.196
H -2.62402 0.92343 4.13860 0.067
H -2.79990 -0.22341 5.49085 0.596
O -3.26104 2.52586 -0.45978 -0.572
N -2.94126 2.35512 0.89000 -0.176
Te -2.88883 3.60874 2.30262 0.775
C -2.65819 5.44923 1.30545 0.189
C -2.95988 5.47922 -0.05898 -0.340
C -2.68106 6.71465 -0.63353 -0.645
C -2.10768 7.62010 0.19348 -0.316
S -2.10739 7.03486 1.82435 -0.002
H -3.37189 4.62675 -0.59294 0.616
H -2.85142 6.90877 -1.68942 0.399
H -1.60841 8.53953 -0.12259 0.424
C 1.12250 -4.05619 2.60809 -0.668
C 1.53089 -3.51410 1.37775 -1.009
C 0.58531 -2.91260 0.55515 0.206
C -0.75304 -2.96183 0.85383 1.111
C -1.18629 -3.59481 2.02430 -0.580
C -0.23755 -4.11749 2.90424 -0.894
As -2.06254 -1.89283 -0.23243 1.515
C -3.78604 -2.44633 0.54257 0.308
C -4.16312 -3.78688 0.63565 -0.251
C -5.40248 -4.15562 1.15278 -0.762
C -6.29724 -3.18371 1.57357 -0.625
C -5.93229 -1.82392 1.44829 -0.769
C -4.66856 -1.47317 0.96823 -0.615
C -1.91332 -2.92271 -1.93045 0.428
C -2.99865 -3.53529 -2.54491 -0.382
C -2.82200 -4.28723 -3.73302 -0.829
C -1.56264 -4.39254 -4.31874 -0.494
C -0.48823 -3.74295 -3.72157 -1.180
C -0.68107 -2.95100 -2.59385 0.192
H 1.84848 -4.49814 3.30269 0.445
H 2.58633 -3.54654 1.08827 0.491
H 0.92028 -2.42160 -0.36271 -0.025
H -2.23419 -3.58839 2.28897 0.356
H -0.51363 -4.51553 3.87673 0.524
H -3.46159 -4.54987 0.30263 0.578
H -5.65213 -5.23423 1.18924 0.413
H -7.25800 -3.46725 1.98135 0.436
H -6.62373 -1.06545 1.76502 0.444
H -4.36582 -0.41835 0.93220 0.151
H -3.99511 -3.41133 -2.07229 0.388
H -3.68508 -4.76515 -4.21438 0.416
H -1.41741 -4.88593 -5.28338 0.419
H 0.52030 -3.86089 -4.11763 0.474
H 0.15525 -2.32732 -2.25171 0.137
```

The value obtained for the maximum force is 4.9 eV Å⁻¹. The LUMO energy (alpha / beta) comes out at -0.43598 / -0.43595 hartree. The highest occupied orbital energy (alpha / beta) comes out at -15.30 / -15.30 eV. The value obtained for the HOMO-LUMO gap (alpha / beta) is 3.44 / 3.44 eV. The value obtained for the total energy is -163966.991 eV. As for the charge: +3. As for the energy above the lowest of the compared OMol25 structures with the same formula, charge and spin: 0.0000 eV.


Entry 3:
# C7H15NO

An isolated molecule of C7H15NO in a non-equilibrium geometry (ωB97M-V/def2-TZVPD, OMol25).

```
24
Properties=species:S:1:pos:R:3:nbo_charge:R:1
C -0.13308 -0.70202 0.03314 0.109
C 1.06131 0.16069 -0.16555 -0.080
C -1.30162 0.55239 0.41538 -0.219
C -2.35251 -0.12914 1.28027 -0.615
C -1.90670 1.13745 -0.85069 -0.641
N 1.12112 0.68652 -1.51757 -0.863
C 2.36731 -0.90561 0.09190 -0.192
C 3.15376 -0.79432 1.14775 -0.424
O -0.49433 -1.47073 -1.04255 -0.706
H -0.50644 -0.88028 -1.81369 0.479
H -0.05188 -1.34668 0.90923 0.190
H 1.19498 0.91947 0.60447 0.206
H -0.84875 1.35969 0.99890 0.185
H 1.64353 1.55541 -1.53645 0.376
H 1.59761 0.02292 -2.12131 0.369
H 2.51028 -1.70552 -0.62909 0.194
H -3.16304 0.55740 1.53000 0.200
H -2.63110 1.91788 -0.60886 0.208
H -2.77103 -0.98678 0.75398 0.208
H -1.92175 -0.47136 2.22175 0.202
H -1.14549 1.59506 -1.47950 0.228
H -2.43655 0.37038 -1.41565 0.204
H 2.99703 -0.01615 1.88617 0.186
H 4.01730 -1.42662 1.30796 0.199
```

The value obtained for the maximum force is 5.6 eV Å⁻¹. The LUMO energy comes out at 0.03487 hartree. The highest occupied orbital energy comes out at -8.57 eV. The value obtained for the HOMO-LUMO gap is 9.52 eV. Its SMILES is C=C[C@@H](N)[C@H](O)C(C)C. The value obtained for the total energy is -11038.133 eV. As for the energy above the lowest of the compared OMol25 structures with the same formula, charge and spin: 2.5416 eV.


Question: The highest maximum force belongs to which entry?
Answer: C7H15NO


Question: Which formula does entry 2 have?
Answer: C50H58AsN2O3STeTi


Question: maximum force of number 3 (C7H15NO)?
Answer: 5.6 eV Å⁻¹


Question: Which of these has the lowest maximum force?
Answer: C17H32Cl2N3O4